[1]
Molecular formula: C51H57BF3N3O9V
Method: DFT, ωB97M-V with the def2-TZVPD basis set

Cartesian coordinates (Å):
V: -0.17 0.54 0.67
C: -3.43 5.09 -3.03
O: -3.28 5.76 -1.79
C: -2.60 5.10 -0.81
C: -2.63 5.71 0.46
C: -2.00 5.10 1.51
C: -1.30 3.89 1.35
C: -0.61 3.24 2.47
C: -1.02 3.53 3.89
O: 0.28 2.41 2.31
C: -1.28 3.30 0.07
O: -0.66 2.17 -0.11
C: -1.93 3.91 -1.01
H: -4.08 5.72 -3.63
H: -3.88 4.11 -2.89
H: -2.47 4.98 -3.53
H: -3.16 6.65 0.57
H: -2.02 5.59 2.48
H: -1.65 4.41 4.01
H: -0.13 3.60 4.51
H: -1.58 2.65 4.21
H: -1.87 3.42 -1.97
O: 2.48 0.69 2.83
H: 1.81 1.38 2.83
H: 1.96 -0.12 2.93
O: -3.69 1.52 1.17
H: -4.28 2.01 1.75
H: -3.11 1.02 1.77
C: 2.31 -4.27 -1.31
C: 1.76 -3.83 0.06
C: 0.33 -3.33 -0.08
C: 2.73 -2.90 0.77
C: 3.35 -3.40 1.92
C: 4.40 -2.74 2.53
C: 4.88 -1.57 1.97
C: 4.27 -1.01 0.85
C: 4.92 0.21 0.21
C: 5.25 1.34 1.18
C: 6.20 -0.23 -0.51
C: 3.15 -1.64 0.30
N: 2.50 -1.02 -0.82
B: 1.41 -0.03 -0.81
N: 1.51 0.51 -2.17
C: 2.58 -0.09 -2.85
C: 3.16 -0.99 -2.05
C: 0.96 1.70 -2.74
C: 1.50 2.93 -2.35
C: 1.07 4.10 -2.97
C: 0.15 4.05 -4.00
C: -0.38 2.83 -4.38
C: 0.00 1.64 -3.77
C: -0.66 0.37 -4.29
C: -1.25 -0.53 -3.22
C: 0.23 -0.43 -5.25
C: 2.61 3.03 -1.32
C: 3.93 3.43 -2.00
C: 2.27 4.00 -0.18
H: 1.72 -5.11 -1.69
H: 3.35 -4.58 -1.24
H: 2.23 -3.45 -2.03
H: 1.73 -4.73 0.68
H: 0.25 -2.58 -0.87
H: -0.04 -2.87 0.83
H: -0.33 -4.16 -0.34
H: 3.02 -4.36 2.31
H: 4.86 -3.15 3.42
H: 5.74 -1.08 2.41
H: 4.24 0.60 -0.55
H: 6.05 1.05 1.87
H: 4.38 1.61 1.78
H: 5.59 2.21 0.63
H: 6.96 -0.56 0.21
H: 6.62 0.61 -1.08
H: 6.02 -1.05 -1.21
H: 2.84 0.19 -3.85
H: 4.00 -1.64 -2.25
H: 1.48 5.05 -2.66
H: -0.17 4.96 -4.49
H: -1.11 2.79 -5.19
H: -1.50 0.74 -4.89
H: -0.47 -1.03 -2.64
H: -1.87 -1.30 -3.67
H: -1.86 0.03 -2.51
H: 1.00 -0.98 -4.70
H: 0.73 0.22 -5.97
H: -0.37 -1.15 -5.80
H: 2.75 2.05 -0.87
H: 3.88 4.46 -2.37
H: 4.15 2.78 -2.84
H: 4.76 3.37 -1.29
H: 2.04 5.00 -0.56
H: 3.12 4.08 0.50
H: 1.42 3.64 0.39
F: -8.09 -4.60 0.01
C: -7.02 -5.02 -0.70
F: -6.73 -6.27 -0.25
F: -7.44 -5.15 -1.98
C: -5.85 -4.10 -0.57
C: -4.87 -4.32 0.39
C: -3.82 -3.44 0.52
C: -3.71 -2.31 -0.31
C: -4.71 -2.10 -1.26
C: -5.77 -2.98 -1.39
C: -2.61 -1.42 -0.18
C: -1.64 -0.69 -0.07
H: -4.94 -5.19 1.03
H: -3.05 -3.61 1.26
H: -4.64 -1.22 -1.89
H: -6.53 -2.80 -2.14
O: -1.80 0.19 3.16
C: -0.96 -0.70 3.04
O: 0.04 -0.68 2.24
C: -1.08 -1.97 3.84
C: -0.03 -2.89 3.86
C: -0.15 -4.09 4.56
C: -1.32 -4.38 5.25
C: -2.34 -3.44 5.21
C: -2.26 -2.25 4.53
N: -3.60 -3.74 5.95
O: -4.49 -2.94 5.89
O: -3.64 -4.78 6.58
H: 0.87 -2.67 3.31
H: 0.66 -4.80 4.56
H: -1.46 -5.30 5.79
H: -3.07 -1.54 4.52

Summary:
* electronic energy: -4087.63117 a.u.
* charge: -1
* 2S+1: 3
* HOMO level (alpha / beta): -5.163 / -5.417 eV
* frontier orbital gap (alpha / beta): 6.7 / 7.0 eV

=====

[2]
Molecular formula: C51H57BrCsIN6O2
Method: DFT, ωB97M-V with the def2-TZVPD basis set

Cartesian coordinates (Å):
Cs: 0.14 -0.13 -0.19
C: -6.24 0.28 -0.23
C: -5.66 1.19 0.86
C: -4.21 1.49 0.66
C: -3.67 2.54 0.01
C: -4.39 3.72 -0.58
C: -4.38 4.94 0.36
C: -2.20 2.36 0.04
C: -1.28 3.28 -0.51
C: 0.14 3.25 -0.35
C: 1.06 4.29 -0.86
C: 0.65 5.50 -1.64
C: 0.12 6.63 -0.75
C: 2.31 3.95 -0.43
C: 2.16 2.71 0.32
C: 3.14 2.06 1.02
C: 3.04 0.84 1.77
N: 2.07 -0.11 1.58
C: 2.21 -1.02 2.55
C: 1.38 -2.29 2.58
C: -0.13 -2.15 2.66
N: -0.80 -1.13 2.10
C: -2.14 -1.39 2.27
C: -3.19 -0.52 1.78
C: -3.08 0.64 1.09
N: -1.90 1.23 0.67
C: -2.31 -2.62 2.95
C: -1.02 -3.12 3.19
C: -0.64 -4.38 3.92
C: -0.36 -4.16 5.41
C: -3.63 -3.24 3.33
C: -4.25 -2.63 4.59
C: 3.30 -0.70 3.40
C: 3.84 0.48 2.88
C: 4.99 1.27 3.44
C: 4.56 2.35 4.45
C: 3.73 -1.46 4.62
C: 2.83 -1.19 5.83
N: 0.83 2.33 0.31
C: 3.59 4.67 -0.70
C: 4.41 4.04 -1.83
H: -7.31 0.10 -0.09
H: -5.72 -0.68 -0.23
H: -6.10 0.73 -1.22
H: -5.81 0.72 1.83
H: -6.23 2.13 0.89
H: -5.42 3.45 -0.82
H: -3.91 4.00 -1.52
H: -4.91 4.70 1.29
H: -4.85 5.81 -0.10
H: -3.35 5.19 0.63
H: -1.69 4.14 -1.03
H: -0.13 5.22 -2.36
H: 1.50 5.87 -2.23
H: -0.73 6.27 -0.16
H: -0.20 7.49 -1.33
H: 0.89 6.95 -0.05
H: 4.09 2.58 1.08
H: 1.72 -2.89 3.43
H: -4.21 -0.84 2.02
H: 0.25 -4.83 3.46
H: -1.44 -5.12 3.82
H: 0.46 -3.44 5.54
H: -0.08 -5.09 5.92
H: -1.24 -3.74 5.90
H: -3.49 -4.31 3.49
H: -4.34 -3.13 2.51
H: -3.58 -2.77 5.45
H: -5.22 -3.07 4.84
H: -4.38 -1.55 4.47
H: 5.53 1.76 2.62
H: 5.71 0.60 3.91
H: 3.85 3.03 3.99
H: 5.42 2.93 4.82
H: 4.07 1.89 5.30
H: 4.76 -1.19 4.87
H: 3.74 -2.54 4.42
H: 2.85 -0.13 6.10
H: 3.14 -1.77 6.71
H: 1.79 -1.45 5.60
H: 4.20 4.69 0.21
H: 3.38 5.72 -0.95
H: 4.64 3.00 -1.59
H: 5.35 4.57 -2.00
H: 3.83 4.03 -2.76
C: -2.19 -3.36 -0.48
O: -1.12 -3.00 -1.36
C: -1.24 -3.23 -2.66
C: -2.24 -3.99 -3.23
C: -2.27 -4.18 -4.62
Br: -3.66 -5.23 -5.38
C: -1.33 -3.62 -5.43
C: -0.31 -2.84 -4.87
C: -0.25 -2.62 -3.49
O: 0.66 -1.87 -2.88
C: 0.69 -2.21 -5.74
N: 1.63 -1.39 -5.32
C: 2.34 -1.03 -6.46
C: 3.44 -0.18 -6.60
C: 3.95 0.01 -7.86
C: 3.39 -0.64 -8.98
C: 2.31 -1.48 -8.86
C: 1.80 -1.66 -7.58
N: 0.74 -2.41 -7.09
H: -2.32 -4.44 -0.46
H: -3.11 -2.87 -0.80
H: -1.91 -3.00 0.51
H: -3.00 -4.44 -2.61
H: -1.40 -3.77 -6.50
H: 1.26 -1.48 -3.56
H: 3.85 0.32 -5.73
H: 4.80 0.67 -8.00
H: 3.82 -0.47 -9.96
H: 1.88 -1.98 -9.72
H: 0.14 -3.02 -7.61
I: 3.67 -3.85 1.15
C: 1.63 -3.10 1.30
H: 1.50 -2.47 0.42
H: 1.00 -3.99 1.23

Summary:
* electronic energy: -5348.52289 a.u.
* charge: -2
* HOMO level: 0.068 eV
* frontier orbital gap: 3.0 eV

=====

[3]
Molecular formula: C51H57GaN5PS3
Method: DFT, ωB97M-V with the def2-TZVPD basis set

Cartesian coordinates (Å):
Ga: 0.06 1.33 -0.02
C: -1.99 -1.00 -5.32
C: -1.58 0.48 -5.31
C: -0.65 0.78 -4.19
C: 0.71 0.82 -4.20
C: 1.63 0.57 -5.36
C: 2.20 -0.85 -5.35
C: 1.13 1.06 -2.84
C: 2.45 1.16 -2.44
C: 2.89 1.38 -1.14
C: 4.28 1.44 -0.74
C: 5.44 1.22 -1.65
C: 5.76 -0.27 -1.82
C: 4.29 1.65 0.61
C: 2.90 1.73 1.02
C: 2.48 1.92 2.32
C: 1.16 1.92 2.77
N: 0.06 1.78 1.98
C: -1.01 1.76 2.81
C: -2.33 1.61 2.40
C: -2.77 1.42 1.10
N: -1.97 1.37 0.00
C: -2.78 1.16 -1.07
C: -2.36 1.01 -2.38
C: -1.05 1.00 -2.82
N: 0.05 1.17 -2.03
C: -4.16 1.08 -0.63
C: -4.16 1.26 0.72
C: -5.31 1.23 1.66
C: -5.50 -0.15 2.31
C: -5.32 0.78 -1.53
C: -5.42 -0.72 -1.86
C: -0.59 1.91 4.18
C: 0.77 2.01 4.15
C: 1.72 2.12 5.31
C: 2.32 0.77 5.69
C: -1.50 1.89 5.37
C: -1.86 0.46 5.79
N: 2.08 1.57 -0.06
C: 5.46 1.71 1.53
C: 5.67 0.39 2.28
H: -2.71 -1.20 -6.12
H: -2.44 -1.28 -4.37
H: -1.12 -1.64 -5.47
H: -2.47 1.11 -5.23
H: -1.11 0.73 -6.26
H: 2.46 1.29 -5.33
H: 1.10 0.75 -6.29
H: 2.76 -1.05 -4.44
H: 2.85 -1.02 -6.21
H: 1.39 -1.58 -5.38
H: 3.21 1.04 -3.20
H: 6.32 1.74 -1.26
H: 5.24 1.66 -2.63
H: 6.02 -0.73 -0.87
H: 6.60 -0.42 -2.51
H: 4.89 -0.81 -2.21
H: 3.25 2.04 3.07
H: -3.09 1.62 3.18
H: -3.12 0.86 -3.13
H: -6.23 1.50 1.13
H: -5.18 1.98 2.44
H: -5.67 -0.91 1.55
H: -6.34 -0.15 3.00
H: -4.60 -0.44 2.87
H: -5.23 1.35 -2.46
H: -6.24 1.11 -1.05
H: -4.51 -1.07 -2.36
H: -6.27 -0.92 -2.51
H: -5.53 -1.30 -0.95
H: 1.19 2.54 6.17
H: 2.52 2.82 5.06
H: 1.54 0.06 5.96
H: 3.00 0.87 6.55
H: 2.88 0.34 4.86
H: -2.41 2.44 5.14
H: -1.02 2.40 6.20
H: -2.32 -0.09 4.96
H: -2.56 0.46 6.63
H: -0.97 -0.09 6.09
H: 5.32 2.52 2.25
H: 6.36 1.95 0.96
H: 4.80 0.14 2.88
H: 6.54 0.46 2.94
H: 5.84 -0.43 1.58
S: 0.48 5.90 -1.16
C: -0.77 5.71 0.00
C: -0.91 4.40 0.32
N: -0.04 3.57 -0.33
C: 0.74 4.22 -1.14
H: -1.33 6.56 0.37
H: -1.62 3.99 1.02
H: 1.50 3.74 -1.74
S: 0.40 -1.92 -2.62
P: 0.10 -2.41 -0.75
S: 0.20 -0.97 0.70
C: -1.51 -3.25 -0.55
C: -1.70 -4.45 -1.23
C: -2.91 -5.12 -1.14
C: -3.94 -4.60 -0.37
C: -3.76 -3.40 0.30
C: -2.55 -2.72 0.21
C: 1.27 -3.69 -0.17
C: 2.22 -4.20 -1.04
C: 3.11 -5.18 -0.60
C: 3.04 -5.64 0.71
C: 2.08 -5.13 1.57
C: 1.20 -4.16 1.14
H: -0.90 -4.85 -1.84
H: -3.05 -6.06 -1.66
H: -4.88 -5.13 -0.29
H: -4.56 -2.99 0.90
H: -2.40 -1.79 0.74
H: 2.26 -3.83 -2.05
H: 3.86 -5.57 -1.28
H: 3.73 -6.40 1.05
H: 2.02 -5.49 2.59
H: 0.45 -3.75 1.81

Summary:
* electronic energy: -5712.33602 a.u.
* HOMO level: -6.569 eV
* frontier orbital gap: 5.7 eV
* relative energy (zero: lowest compared OMol25 entry of this formula, charge and spin): 0.000 eV

=====

[4]
Molecular formula: C51H57N4O
Method: DFT, ωB97M-V with the def2-TZVPD basis set

Cartesian coordinates (Å):
C: 1.05 -6.13 2.46
C: 0.03 -5.03 2.34
C: -0.66 -4.83 1.13
C: -1.52 -3.74 0.97
C: -2.40 -3.62 -0.24
C: -1.55 -2.78 1.99
N: -2.31 -1.59 1.83
C: -2.25 -0.62 0.84
C: -1.23 -0.35 -0.18
C: 0.34 -0.58 0.05
C: 0.53 -1.83 -0.82
C: 0.61 -0.92 1.52
C: 0.11 -0.11 2.55
C: 0.76 -0.12 3.81
C: 1.84 -0.97 4.02
C: 2.21 -1.90 3.05
C: 1.58 -1.89 1.81
O: -1.55 -0.02 -1.33
N: -3.48 -0.04 0.80
C: -4.09 0.68 -0.26
C: -3.54 1.90 -0.66
C: -2.35 2.50 0.02
C: -4.18 2.58 -1.70
C: -5.38 2.11 -2.25
C: -6.07 2.88 -3.33
C: -5.92 0.91 -1.80
C: -5.28 0.16 -0.81
C: -5.90 -1.15 -0.41
C: -4.23 -0.49 1.89
C: -3.52 -1.45 2.50
C: -1.11 -3.10 3.29
C: -1.45 -2.29 4.50
C: -0.28 -4.22 3.43
H: 1.66 -5.99 3.37
H: 0.59 -7.13 2.52
H: 1.72 -6.13 1.59
H: -0.52 -5.53 0.31
H: -3.46 -3.61 0.04
H: -2.21 -2.74 -0.86
H: -2.24 -4.51 -0.87
H: 1.55 -2.24 -0.77
H: -0.18 -2.59 -0.47
H: 0.29 -1.58 -1.87
H: -0.71 0.58 2.34
H: 0.39 0.52 4.61
H: 2.39 -0.94 4.96
H: 2.96 -2.67 3.22
H: 1.79 -2.66 1.08
H: -2.20 3.53 -0.34
H: -2.43 2.51 1.11
H: -1.42 1.98 -0.24
H: -3.75 3.52 -2.06
H: -7.15 2.69 -3.30
H: -5.89 3.96 -3.20
H: -5.70 2.60 -4.32
H: -6.85 0.54 -2.23
H: -6.73 -1.36 -1.10
H: -5.22 -2.00 -0.46
H: -6.34 -1.12 0.60
H: -5.22 -0.15 2.10
H: -3.80 -2.10 3.32
H: -0.77 -2.56 5.31
H: -1.34 -1.21 4.34
H: -2.48 -2.48 4.85
H: 0.18 -4.42 4.41
C: 1.74 7.08 0.28
N: 1.93 5.96 1.16
C: 1.94 6.37 2.54
C: 2.49 5.32 3.48
C: 1.85 3.95 3.22
C: 1.54 3.67 1.78
C: 1.68 4.67 0.78
C: 1.60 4.28 -0.57
C: 1.36 2.96 -0.92
C: 1.20 1.95 0.04
C: 1.32 0.46 -0.34
C: 2.04 0.24 -1.72
C: 3.22 -0.51 -1.66
C: 3.71 -1.20 -2.77
C: 3.21 -0.81 -4.04
N: 3.55 -1.55 -5.13
C: 2.88 -1.30 -6.38
C: 4.13 -2.87 -4.99
C: 5.18 -2.93 -3.89
C: 4.64 -2.35 -2.58
C: 2.25 0.21 -4.12
C: 1.57 0.64 -2.97
C: 1.28 2.36 1.38
H: 1.93 6.84 -0.77
H: 0.73 7.50 0.37
H: 2.43 7.87 0.59
H: 2.53 7.29 2.59
H: 0.91 6.64 2.85
H: 3.58 5.26 3.36
H: 2.28 5.64 4.50
H: 2.53 3.17 3.61
H: 0.92 3.87 3.81
H: 1.86 4.98 -1.36
H: 1.35 2.71 -1.98
H: 2.17 0.22 0.32
H: 3.70 -0.71 -0.69
H: 3.02 -0.25 -6.68
H: 3.34 -1.94 -7.14
H: 1.80 -1.51 -6.34
H: 3.34 -3.61 -4.78
H: 4.57 -3.12 -5.97
H: 5.47 -3.97 -3.75
H: 6.06 -2.37 -4.20
H: 5.47 -2.08 -1.93
H: 4.10 -3.16 -2.05
H: 2.01 0.65 -5.09
H: 0.65 1.22 -3.09
H: 1.22 1.63 2.18

Summary:
* electronic energy: -2271.60590 a.u.
* charge: +1
* HOMO level: -8.815 eV
* frontier orbital gap: 5.1 eV
* relative energy (zero: lowest compared OMol25 entry of this formula, charge and spin): 0.000 eV